one:
Molecular formula: C3H7N3S
Method: DFT, ωB97M-V/def2-TZVPD

Structure (XYZ):
```
14
Properties=species:S:1:pos:R:3
S -0.93 2.57 0.55
N -0.33 1.10 0.05
C -0.60 0.53 -1.26
N -0.32 -0.65 -1.62
N 0.25 -1.59 -0.74
C 0.49 -1.25 0.60
C 0.61 0.29 0.82
H -2.35 2.38 0.64
H -1.14 1.10 -2.06
H 0.82 -2.31 -1.33
H 1.44 -1.75 0.89
H -0.35 -1.56 1.16
H 1.68 0.49 0.50
H 0.72 0.64 1.82
```

The calculation puts the HOMO energy at -8.0 eV. Its charge is 0. The SMILES is SN1C=NNCC1. The value obtained for the orbital gap is 8.728 eV.

Results of the Mulliken charge analysis, in e, for atoms 1 through 8: number 1, S, carries -0.206; number 2, N, carries -0.044; number 3, C, carries -0.085; number 4, N, carries -0.595; number 5, N, carries -0.022; number 6, C, carries -0.459; number 7, C, carries -0.671; number 8, H, carries 0.127

---

two:
Molecular formula: C3H7N3S
Method: DFT, ωB97M-V/def2-TZVPD

Structure (XYZ):
```
14
Properties=species:S:1:pos:R:3
H 0.51 1.84 3.46
N 1.21 1.68 2.65
C 0.83 0.83 1.74
N -0.53 0.23 1.69
C -1.13 -0.47 0.66
N -0.86 -0.71 -0.56
S 0.68 -0.29 -1.22
C 0.36 -0.81 -2.92
H 1.39 0.63 0.78
H -1.11 0.39 2.46
H -2.14 -0.85 0.98
H 0.11 -1.89 -3.06
H -0.56 -0.17 -3.18
H 1.23 -0.42 -3.47
```

The calculation puts the HOMO energy at -8.2 eV. Its charge is 0. The SMILES is [H]/N=C\N/C=N\SC. The value obtained for the orbital gap is 8.994 eV.

Results of the Mulliken charge analysis, in e, for atoms 1 through 8: number 1, H, carries 0.214; number 2, N, carries -0.605; number 3, C, carries 0.190; number 4, N, carries -0.240; number 5, C, carries 0.147; number 6, N, carries -0.400; number 7, S, carries -0.031; number 8, C, carries -0.762

---

three:
Molecular formula: C3H7N3S
Method: DFT, ωB97M-V/def2-TZVPD

Structure (XYZ):
```
14
Properties=species:S:1:pos:R:3
C -0.06 -1.50 0.25
C 0.89 -0.85 0.92
C -0.61 -0.72 -0.93
N 2.34 0.62 -0.57
N -0.30 0.62 -0.77
N -1.86 1.42 0.59
S 1.03 0.91 0.24
H -0.57 -2.50 0.53
H 1.41 -1.22 1.77
H 0.03 -1.16 -1.73
H -1.73 -0.91 -1.03
H 2.65 1.45 -1.00
H -1.94 2.31 0.21
H -1.29 1.52 1.48
```

The calculation puts the HOMO energy (spin up / spin down) at -8.9 / -8.8 eV. Its charge is 0. The value obtained for the orbital gap (spin up / spin down) is 8.385 / 7.763 eV.

Results of the Mulliken charge analysis, in e, for atoms 1 through 8: number 1, C, carries -0.210; number 2, C, carries -0.445; number 3, C, carries -0.330; number 4, N, carries -0.619; number 5, N, carries -0.245; number 6, N, carries -0.466; number 7, S, carries 0.222; number 8, H, carries 0.314

---

Most favorable first, least favorable last: two, one, three

---

one:
Molecular formula: C3H7N3S
Method: DFT, ωB97M-V/def2-TZVPD

Structure (XYZ):
```
14
Properties=species:S:1:pos:R:3
H -2.16 3.03 1.05
N -1.99 2.08 0.86
C -0.78 1.92 0.48
N -0.18 0.71 0.11
C -0.71 -0.61 0.07
S -2.26 -0.99 0.55
N 0.16 -1.56 -0.27
C 1.57 -1.43 -0.63
H -0.04 2.76 0.38
H 0.80 0.73 -0.09
H -0.16 -2.49 -0.34
H 1.64 -0.66 -1.42
H 1.90 -2.37 -0.98
H 2.21 -1.11 0.23
```

The calculation puts the HOMO energy at -7.7 eV. Its charge is 0. The SMILES is [H]/N=C/NC(=S)NC. The value obtained for the orbital gap is 8.235 eV.

Results of the Mulliken charge analysis, in e, for atoms 1 through 8: number 1, H, carries 0.232; number 2, N, carries -0.509; number 3, C, carries 0.004; number 4, N, carries -0.128; number 5, C, carries 0.233; number 6, S, carries -0.349; number 7, N, carries -0.151; number 8, C, carries -0.967

---

two:
Molecular formula: C3H7N3S
Method: DFT, ωB97M-V/def2-TZVPD

Structure (XYZ):
```
14
Properties=species:S:1:pos:R:3
H -0.61 -1.59 1.41
N -1.45 -1.18 0.78
C -0.81 -0.44 -0.05
N -1.36 0.29 -1.17
C -0.18 0.49 -2.15
C 0.79 0.78 -1.06
N 0.43 -0.01 0.18
S 1.13 -0.08 1.66
H -2.11 -0.35 -1.65
H -0.59 1.16 -2.80
H -0.05 -0.40 -2.77
H 0.57 1.76 -0.80
H 1.79 0.82 -1.38
H 0.70 1.09 2.38
```

The calculation puts the HOMO energy at -8.8 eV. Its charge is 0. The SMILES is [H]/N=C1/NCCN1S. The value obtained for the orbital gap is 9.472 eV.

Results of the Mulliken charge analysis, in e, for atoms 1 through 8: number 1, H, carries 0.230; number 2, N, carries -0.721; number 3, C, carries 0.493; number 4, N, carries -0.422; number 5, C, carries -0.486; number 6, C, carries -0.539; number 7, N, carries -0.127; number 8, S, carries -0.235

---

Most favorable first, least favorable last: one, two

---

one:
Molecular formula: C7H13NOS2
Method: DFT, ωB97M-V/def2-TZVPD

Structure (XYZ):
```
24
Properties=species:S:1:pos:R:3
C 1.83 4.28 2.22
C 1.62 2.98 1.52
C 0.29 0.77 0.72
C -0.12 1.20 -0.69
C 0.12 0.06 -1.67
C -0.69 -1.19 -1.35
C -0.74 -3.28 -2.23
H 2.59 4.91 1.64
H 0.87 4.76 2.36
H 2.24 4.08 3.26
H 1.62 3.19 0.47
H 2.49 2.29 1.73
H -0.31 -0.15 1.01
H 1.33 0.39 0.71
H -1.19 1.37 -0.84
H 0.52 2.05 -0.92
H 1.17 -0.29 -1.68
H -0.11 0.40 -2.71
H -0.44 -1.47 -0.34
H -1.79 -1.09 -1.39
N -0.25 -2.22 -2.30
O 0.37 1.38 3.36
S 0.13 2.01 2.03
S -1.63 -4.82 -2.35
```

The calculation puts the HOMO energy at -9.1 eV. Its charge is 0. The value obtained for the orbital gap is 9.260 eV.

Results of the Mulliken charge analysis, in e, for atoms 1 through 8: number 1, C, carries -1.120; number 2, C, carries -0.360; number 3, C, carries -0.672; number 4, C, carries -0.275; number 5, C, carries -0.643; number 6, C, carries -0.370; number 7, C, carries 0.125; number 8, H, carries 0.317

---

two:
Molecular formula: C7H13NOS2
Method: DFT, ωB97M-V/def2-TZVPD

Structure (XYZ):
```
24
Properties=species:S:1:pos:R:3
C -0.51 1.15 0.76
C 2.16 -1.53 2.24
C 1.67 -0.19 2.16
C 0.68 -1.23 2.43
C 1.04 0.08 -1.89
C -1.20 -0.98 -1.86
C -0.44 0.13 -2.13
N -1.02 0.09 1.27
O -1.22 -2.63 1.17
S -1.34 2.61 0.85
S -0.31 -1.48 0.92
H 2.20 -2.11 1.35
H 2.56 -1.90 3.12
H 2.02 0.43 3.02
H 1.57 0.24 1.16
H 0.25 -1.30 3.42
H 1.41 1.16 -1.80
H 1.72 -0.17 -2.74
H 1.23 -0.50 -0.90
H -0.82 -1.82 -1.33
H -0.46 3.60 0.26
H -2.38 -0.89 -2.00
H -0.81 1.10 -2.61
H -1.99 -0.02 1.57
```

The calculation puts the HOMO energy at -8.3 eV. Its charge is 0. The value obtained for the orbital gap is 8.725 eV.

Results of the Mulliken charge analysis, in e, for atoms 1 through 8: number 1, C, carries -0.071; number 2, C, carries -0.642; number 3, C, carries -0.347; number 4, C, carries -0.262; number 5, C, carries -0.467; number 6, C, carries -0.877; number 7, C, carries -0.111; number 8, N, carries -0.081

---

Most favorable first, least favorable last: one, two

---

one:
Molecular formula: CH2BrF2P
Method: DFT, ωB97M-V/def2-TZVPD

Structure (XYZ):
```
7
Properties=species:S:1:pos:R:3
C 0.37 0.51 -0.31
F 0.16 1.82 -0.58
F 1.65 0.41 0.10
P -0.77 -0.08 1.11
Br -2.37 -0.82 -0.16
H 0.25 -0.06 -1.24
H 0.71 -1.77 1.07
```

The calculation puts the HOMO energy (spin up / spin down) at -9.7 / -9.7 eV. Its charge is 0. The value obtained for the orbital gap (spin up / spin down) is 8.365 / 8.364 eV.

Charge distribution, Mulliken scheme, values in e: number 1, C, carries 0.164; number 2, F, carries -0.243; number 3, F, carries -0.207; number 4, P, carries 0.081; number 5, Br, carries -0.092; number 6, H, carries 0.271; number 7, H, carries 0.027

---

two:
Molecular formula: CH2BrF2P
Method: DFT, ωB97M-V/def2-TZVPD

Structure (XYZ):
```
7
Properties=species:S:1:pos:R:3
C -0.84 -0.95 -0.15
F -1.87 -1.58 -0.87
F -0.51 -1.78 0.86
P 0.70 -0.79 -1.26
Br -0.12 0.55 -2.73
H -1.35 -0.12 0.12
H 1.62 0.06 0.61
```

The calculation puts the HOMO energy (spin up / spin down) at -9.5 / -9.7 eV. Its charge is 0. The value obtained for the orbital gap (spin up / spin down) is 8.045 / 8.143 eV.

Charge distribution, Mulliken scheme, values in e: number 1, C, carries 0.110; number 2, F, carries -0.260; number 3, F, carries -0.188; number 4, P, carries 0.124; number 5, Br, carries -0.096; number 6, H, carries 0.294; number 7, H, carries 0.016

---

Most favorable first, least favorable last: one, two